ORCA calculation (ωB97M-V with the def2-TZVPD basis set) on a molecular structure, C15H29NdS in a non-equilibrium geometry.

Geometry as XYZ:
```
46
Properties=species:S:1:pos:R:3:forces:R:3
C -2.655 0.243 -1.715 -0.2632 -0.4924 -0.2428
H -3.458 0.871 -2.120 0.3078 0.0005 0.1219
H -2.095 -0.168 -2.564 -0.0673 0.0580 0.0038
H -1.978 0.888 -1.146 -0.2231 0.4876 -0.0484
C -3.227 -0.880 -0.843 -0.2057 0.2930 0.0207
H -2.403 -1.475 -0.427 0.1375 -0.2516 0.1031
H -3.756 -0.444 0.014 0.0607 -0.0642 -0.1112
C -4.179 -1.799 -1.616 0.0909 -0.0834 -0.0576
H -4.577 -2.594 -0.977 0.1017 0.1980 -0.1069
H -5.028 -1.233 -2.018 0.1913 -0.0605 0.1210
H -3.666 -2.272 -2.462 -0.0868 0.0766 0.1370
C 2.123 0.066 0.629 5.3487 -1.3059 0.1379
C 1.646 -1.305 0.548 2.5556 -0.4429 -0.4534
C 1.276 -1.511 -0.780 1.9362 -1.1675 -0.8740
C 1.653 -0.341 -1.562 1.6728 -1.1470 -0.8182
C 2.257 0.591 -0.721 2.3991 -1.2642 0.2439
C 2.937 1.863 -1.097 -0.4285 0.4521 -0.0407
C 1.491 -0.242 -3.043 -0.3217 0.2191 -0.1821
C 0.683 -2.749 -1.365 -0.4455 -0.0615 0.0412
C 1.602 -2.280 1.676 -0.6156 0.0294 0.2678
C 2.763 0.669 1.836 0.2327 0.1793 0.4773
Nd 0.131 0.323 0.055 -12.3505 3.9746 0.7974
H 1.575 0.786 -3.392 0.0631 -0.0085 -0.0222
H 2.252 -0.829 -3.562 -0.0054 -0.0110 0.1188
H 0.522 -0.618 -3.374 -0.0394 -0.0759 -0.0606
H 2.566 2.257 -2.043 0.0500 -0.0194 -0.0554
H 2.789 2.639 -0.347 0.0792 0.0790 0.0888
H 4.015 1.716 -1.205 -0.0956 -0.1444 0.0808
H 2.276 0.346 2.755 0.0544 -0.0129 0.0197
H 3.814 0.374 1.899 -0.0432 0.0049 -0.0453
H 2.727 1.757 1.812 0.0791 0.0371 0.0009
H 0.855 -3.055 1.511 0.0411 -0.0634 -0.0295
H 2.567 -2.778 1.803 0.0081 0.1567 -0.1136
H 1.360 -1.796 2.621 0.0675 0.0225 0.1360
H -0.093 -2.524 -2.098 -0.0292 -0.0077 -0.1058
H 1.443 -3.343 -1.880 0.0388 0.1186 0.0338
H 0.234 -3.383 -0.602 0.0467 -0.0481 0.0079
C -0.324 3.223 3.556 1.0153 0.8090 0.7062
S -0.166 1.993 2.220 -1.2068 0.8432 1.1517
C -1.965 1.715 2.155 -0.4248 -0.4507 -0.6874
H 0.655 3.731 3.681 -0.6232 -0.3046 -0.1231
H -0.561 2.714 4.510 0.0232 0.1315 -0.6575
H -1.092 3.986 3.310 0.4899 -0.6642 -0.0685
H -2.372 1.480 3.160 0.3620 0.3008 -0.5824
H -2.473 2.576 1.668 0.2866 -0.5824 0.5259
H -2.147 0.811 1.543 -0.2645 0.2628 0.1429
```
Forces are in eV/Å.

Summary:
multiplicity = 4
LUMO level (spin up / spin down) = -7.83 / -7.60 eV
highest occupied orbital energy (spin up / spin down) = -16.048 / -16.060 eV
charge = +2
Kohn-Sham gap (spin up / spin down) = 8.217 / 8.456 eV


ORCA calculation (ωB97M-V with the def2-TZVPD basis set) on a molecular structure, C15H30AsF6N3O8PZr in a non-equilibrium geometry.

Geometry as XYZ:
```
65
Properties=species:S:1:pos:R:3:forces:R:3
Zr -0.069 1.302 0.437 0.2523 -1.0085 -1.8126
O 1.856 0.478 -0.834 0.5663 0.0123 -0.6930
C 3.218 0.242 -0.437 -0.1839 -0.0275 0.3851
C 3.910 1.503 0.125 0.1593 -0.0937 -0.7775
N 3.483 1.907 1.447 -0.1314 -0.3733 0.0721
C 2.877 3.200 1.614 -0.3320 0.6554 0.2057
C 1.440 3.046 1.091 0.6868 0.9542 0.9419
O 0.506 2.882 1.892 0.4360 0.5615 0.3293
O 1.265 2.819 -0.142 0.4279 0.5195 -0.5060
C 3.430 0.949 2.458 0.3705 -0.1950 0.5419
C 2.117 -0.056 2.404 0.9559 -0.5967 0.4935
O 2.240 -1.093 2.972 -0.0609 0.3383 -0.0333
O 1.163 0.433 1.740 -0.0820 -0.0712 0.0076
H 1.878 0.902 -1.711 -0.3101 -0.1218 0.3179
H 3.181 -0.566 0.299 0.0917 0.0546 -0.2172
H 3.795 -0.108 -1.299 -0.1177 0.0873 0.1420
H 4.988 1.301 0.154 -0.0485 -0.0361 0.1111
H 3.745 2.335 -0.564 0.1014 -0.0802 0.1575
H 2.842 3.478 2.669 0.0486 -0.0866 -0.1568
H 3.421 3.956 1.042 -0.0211 -0.1354 -0.0216
H 4.279 0.265 2.401 -0.0805 0.0202 -0.0473
H 3.368 1.394 3.453 0.0074 0.0628 -0.1161
C 0.086 -2.956 -2.792 -0.2593 0.1042 0.2519
C -1.105 -2.183 -2.256 0.0370 -0.0779 -0.6994
O -1.192 -2.227 -0.824 0.5385 0.7744 0.7331
P -0.303 -1.272 0.123 -0.7239 -2.6423 0.9365
O 1.103 -1.984 0.366 -0.4447 0.3285 -0.4307
C 1.269 -3.388 0.734 0.1237 -0.3093 0.0632
C 2.705 -3.781 0.446 -0.3710 0.1676 0.0050
O -1.072 -1.436 1.525 0.5011 -0.0340 -0.6294
C -2.443 -1.840 1.777 -0.4412 -0.2550 0.1151
C -2.536 -3.326 2.045 0.2171 0.3032 -0.1040
H 0.090 -2.912 -3.878 0.0243 0.0307 -0.1085
H 0.022 -3.999 -2.499 0.0291 -0.1589 0.0449
H 1.015 -2.539 -2.415 0.1762 0.0392 -0.0162
H -2.037 -2.640 -2.596 0.1005 0.2128 -0.0293
H -1.055 -1.136 -2.589 -0.1345 -0.2028 0.0803
H 0.567 -3.994 0.157 0.0357 0.1196 0.0247
H 1.044 -3.492 1.797 -0.0708 0.1185 -0.0888
H 2.957 -3.588 -0.594 0.0174 -0.0264 -0.1437
H 2.829 -4.843 0.638 0.0423 -0.1004 0.0357
H 3.391 -3.235 1.086 0.0939 0.0624 0.1167
H -3.074 -1.571 0.924 0.1557 0.1006 0.1420
H -2.748 -1.272 2.661 0.0682 -0.0192 -0.2680
H -2.270 -3.888 1.154 0.0212 -0.1290 -0.0756
H -3.557 -3.574 2.321 -0.1274 -0.0543 0.0409
H -1.877 -3.604 2.861 0.0572 -0.0911 0.1176
F -2.391 0.743 0.146 0.1004 1.3043 1.3195
As -2.691 2.139 1.408 -2.9479 0.0119 -0.8019
F -3.845 1.238 2.280 0.9191 0.4015 -0.4142
F -3.897 2.790 0.331 1.1642 -0.4741 0.9199
F -2.536 3.465 2.446 0.0377 -0.7415 -0.4554
F -1.434 2.943 0.250 -0.8922 -0.4071 1.0555
F -1.326 1.209 2.210 -0.9348 1.0455 -0.4831
C -2.960 3.631 -2.694 -0.1917 0.8284 -0.0032
N -2.667 2.204 -2.686 0.0045 0.1390 -0.1392
C -3.720 1.327 -3.165 -0.5878 -0.4891 -0.1871
C -1.575 1.761 -2.210 0.5838 -0.3405 0.2391
N -0.580 1.349 -1.741 -0.0638 0.2648 -0.5356
H -3.813 3.829 -2.039 0.1432 -0.0891 -0.0356
H -3.219 3.940 -3.707 0.0913 -0.0584 0.0342
H -2.102 4.207 -2.347 -0.0433 -0.1207 -0.0360
H -4.610 1.468 -2.550 0.0637 -0.0175 0.0250
H -3.413 0.285 -3.121 0.0683 0.0203 0.0464
H -3.965 1.581 -4.196 0.0829 0.0213 0.0138
```
Forces are in eV/Å.

Summary:
multiplicity = 2
LUMO level (spin up / spin down) = -6.44 / -9.44 eV
energy relative to the best compared isomer or geometry (same formula, charge and spin) = 2.225 eV
highest occupied orbital energy (spin up / spin down) = -15.545 / -15.582 eV
charge = +2
Kohn-Sham gap (spin up / spin down) = 9.106 / 6.143 eV


ORCA calculation (ωB97M-V with the def2-TZVPD basis set) on a molecular structure, C15H30BCl2F4N3S5SeW.

Geometry as XYZ:
```
62
Properties=species:S:1:pos:R:3:forces:R:3
W -0.287 0.357 0.955 0.3021 0.0793 -0.8790
C 1.476 1.092 -2.161 -0.0491 -0.0882 -0.0111
C 1.992 -0.253 -1.702 -0.1719 -0.0141 0.0970
S 2.006 -0.461 0.097 0.0469 -0.0284 0.1876
C 3.300 0.735 0.547 -0.1058 0.0273 -0.1433
C 3.188 0.999 2.027 -0.1122 -0.0883 -0.0389
S 1.502 1.480 2.495 -0.1948 0.0605 0.1277
C 1.512 3.257 2.132 -0.0066 -0.1010 -0.1336
C 0.089 3.751 2.302 0.0723 -0.1744 -0.0552
S -1.148 2.797 1.373 0.0219 0.0248 0.0427
C -1.141 3.632 -0.247 -0.0780 -0.1343 0.0227
C -0.043 3.186 -1.183 -0.1330 0.0271 -0.0837
S -0.160 1.392 -1.437 -0.0053 0.0374 -0.0267
H 1.351 1.099 -3.243 0.0629 0.0095 -0.0235
H 2.144 1.909 -1.894 0.0004 -0.0002 0.0311
H 3.011 -0.432 -2.046 -0.0078 -0.0266 -0.0482
H 1.354 -1.060 -2.065 0.0983 0.0148 -0.0442
H 3.174 1.643 -0.042 0.0670 0.0470 0.0364
H 4.259 0.275 0.308 0.0160 0.0245 -0.0217
H 3.859 1.791 2.356 -0.0015 0.0012 0.0235
H 3.384 0.098 2.604 0.0688 -0.0257 0.0427
H 1.917 3.437 1.138 -0.0148 0.0602 -0.0105
H 2.160 3.723 2.875 0.0406 0.0121 -0.0135
H -0.020 4.792 2.004 0.0071 0.0274 0.0419
H -0.217 3.649 3.342 -0.0525 0.0413 0.0507
H -1.069 4.701 -0.045 -0.0399 0.0068 0.0045
H -2.127 3.431 -0.665 0.0080 0.0115 0.0037
H 0.945 3.417 -0.790 0.0462 0.0021 -0.0021
H -0.157 3.661 -2.158 -0.0121 0.0362 0.0131
Se -0.575 -0.915 3.156 -0.1955 -0.0755 0.1277
C 1.105 -1.636 2.933 0.2425 -0.2374 0.1278
N 2.173 -2.039 2.749 -0.0766 0.0877 0.0368
F -3.980 2.074 0.557 0.0116 -0.2618 -0.1880
B -3.741 1.008 -0.225 -0.1527 0.1834 -0.1065
F -2.314 0.295 0.739 0.8067 0.1654 0.1380
F -4.553 -0.041 -0.208 0.1826 0.1863 0.0250
F -3.059 1.269 -1.376 -0.1922 -0.0153 0.2467
Cl -0.954 2.043 5.477 -0.0136 0.0136 -0.1375
C -2.651 1.626 5.172 -0.0052 -0.0762 -0.0081
Cl -2.949 1.080 3.502 -0.2104 0.1656 0.3988
H -3.252 2.508 5.346 -0.0580 0.0268 -0.0039
H -2.914 0.820 5.844 -0.0498 -0.0450 0.0164
C -2.505 -1.776 -2.200 -0.0445 -0.0483 0.0181
N -1.463 -2.809 -2.229 -0.0284 -0.0523 0.0593
C -1.857 -4.028 -2.954 0.0210 0.0185 -0.0673
C -0.442 -2.785 -1.373 0.1008 0.2735 -0.1909
S -0.691 -2.001 0.191 -0.2455 -0.1414 0.2699
N 0.673 -3.479 -1.608 0.0216 -0.0483 -0.0415
C 1.048 -3.943 -2.950 0.0154 -0.0151 0.0467
C 1.660 -3.833 -0.579 -0.0550 -0.0816 0.0368
H -2.903 -1.668 -3.208 0.0326 -0.0335 0.0014
H -2.098 -0.823 -1.885 0.0442 -0.0114 -0.0204
H -3.317 -2.052 -1.526 0.0278 -0.0402 0.0096
H -2.918 -4.191 -2.767 -0.0019 0.0309 0.0277
H -1.314 -4.890 -2.581 0.0247 0.0115 0.0197
H -1.709 -3.932 -4.029 0.0184 0.0207 0.0093
H 0.496 -3.406 -3.714 -0.0282 0.0380 0.0073
H 0.888 -5.015 -3.068 -0.0209 0.0153 0.0099
H 2.113 -3.750 -3.082 0.0181 0.0160 0.0272
H 1.276 -3.655 0.419 -0.0363 0.0559 -0.0029
H 2.576 -3.259 -0.718 -0.0103 -0.0116 -0.0344
H 1.897 -4.892 -0.680 -0.0161 0.0164 -0.0487
```
Forces are in eV/Å.

Summary:
multiplicity = 3
LUMO level (spin up / spin down) = -6.49 / -7.56 eV
energy relative to the best compared isomer or geometry (same formula, charge and spin) = 0.521 eV
highest occupied orbital energy (spin up / spin down) = -13.961 / -14.085 eV
charge = +2
Kohn-Sham gap (spin up / spin down) = 7.466 / 6.524 eV


ORCA calculation (ωB97M-V with the def2-TZVPD basis set) on 8 unconnected molecules or ions with the total composition C15H30BrCl14NO4P2 in a non-equilibrium geometry.

Geometry as XYZ:
```
67
Properties=species:S:1:pos:R:3:forces:R:3
N -1.239 1.066 4.149 0.1231 -0.1905 -0.2283
C -1.819 -0.285 4.236 -0.3054 0.7636 0.6038
C -2.996 -0.456 3.290 0.5592 0.0569 -0.4721
C -2.640 -0.159 1.828 -0.4523 -0.4945 -0.5209
C -2.153 -1.391 1.041 0.3845 0.6222 0.2539
C -0.639 -1.535 1.192 -0.8070 -0.0050 -0.6696
C -0.016 -2.922 1.255 -0.4310 -0.5865 0.2040
O -0.504 -4.014 1.122 0.6968 1.3536 0.7146
O 1.329 -2.675 1.434 -0.0955 -1.0872 -0.9850
C 1.644 -1.465 0.712 -1.4339 0.3802 1.1523
C 0.288 -0.957 0.104 1.4825 -0.0937 -0.8126
P -0.015 -1.635 -1.585 -0.8270 -0.4113 -0.3842
O -1.178 -2.542 -1.680 -0.2198 -0.1462 0.1154
P 0.433 0.885 0.179 -0.2882 0.2504 1.0895
O -0.668 1.281 -0.938 0.0101 -0.2673 -0.2743
Br 2.462 1.274 -0.795 -0.1683 -0.2436 -0.3440
H -1.981 1.751 4.077 -0.1111 0.0407 -0.0155
H -0.763 1.265 5.017 0.2058 0.1280 0.0129
H -1.040 -1.019 4.046 0.1258 -0.1428 -0.1627
H -2.139 -0.440 5.267 -0.2658 -0.4074 0.0481
H -3.321 -1.488 3.376 -0.2649 -0.1666 -0.0388
H -3.847 0.169 3.558 0.1603 0.0681 0.3437
H -3.524 0.201 1.309 -0.2235 0.1006 0.0566
H -1.914 0.647 1.753 0.1485 0.1843 0.1199
H -2.420 -1.288 -0.002 -0.0507 -0.2059 -0.1895
H -2.657 -2.263 1.442 0.0103 -0.3533 -0.1258
H -0.356 -0.973 2.081 0.2111 -0.2928 0.3591
H 1.845 -0.754 1.515 0.8011 0.1766 -0.4230
H 2.451 -1.645 0.019 0.2246 0.0905 -0.0679
H -0.166 -0.517 -2.423 0.5279 0.0197 0.0842
H 1.165 -2.300 -1.990 0.2675 0.4641 0.1735
H -0.885 2.218 -0.859 -0.0351 0.2295 -0.0441
Cl -4.695 0.603 6.119 -0.0811 0.1280 0.2229
C -5.173 -1.016 6.644 0.0004 -0.0399 0.0433
Cl -5.493 -2.076 5.269 -0.0612 -0.0960 0.0671
H -4.369 -1.441 7.233 0.0604 0.0040 -0.0723
H -6.073 -0.937 7.240 -0.0464 0.0474 -0.0675
Cl 1.785 6.572 -0.475 -0.0985 -0.0732 0.0149
C 1.244 4.987 -1.032 -0.0468 0.1564 -0.1510
Cl 0.108 4.247 0.115 -0.0875 0.0940 0.0776
H 0.747 5.104 -1.987 -0.0674 0.0280 0.0390
H 2.098 4.334 -1.129 0.1076 -0.0757 0.0831
Cl 0.314 -8.511 1.190 0.0038 -0.0070 0.0378
C 0.792 -6.854 0.789 -0.0455 0.0026 0.0148
Cl 1.817 -6.799 -0.653 0.0232 0.0564 0.0015
H -0.096 -6.266 0.606 -0.0209 -0.0157 -0.0662
H 1.347 -6.442 1.622 0.0457 -0.0425 -0.0074
Cl 3.381 3.802 -4.069 -0.0286 -0.0188 -0.0459
C 4.837 3.982 -3.082 0.0815 -0.0782 0.0299
Cl 4.573 5.101 -1.739 0.2018 -0.0303 -0.0419
H 5.102 3.011 -2.679 -0.0727 -0.0014 0.0341
H 5.637 4.364 -3.703 -0.0478 0.0800 -0.0220
Cl 3.960 -0.385 2.780 0.2137 0.0914 0.1813
C 4.171 -2.031 3.398 -0.0375 -0.0947 -0.0068
Cl 5.839 -2.338 3.892 -0.0254 -0.0268 0.0023
H 3.524 -2.162 4.256 0.0307 0.0619 0.0405
H 3.903 -2.731 2.616 0.0332 0.0262 -0.0430
Cl 0.453 2.652 -6.036 -0.0229 0.0571 -0.0350
C 1.355 1.146 -6.265 0.0390 -0.0957 -0.0611
Cl 1.838 0.439 -4.721 0.0181 -0.0480 0.0098
H 0.724 0.440 -6.791 -0.0735 0.0117 0.0612
H 2.245 1.362 -6.844 0.0337 0.0717 0.0693
Cl -1.426 5.532 -9.801 0.0016 0.0237 0.0528
C -1.732 3.933 -9.113 0.0183 -0.0043 0.0520
Cl -1.959 2.711 -10.370 -0.0060 -0.0499 0.0436
H -0.884 3.649 -8.503 0.0531 0.0024 -0.0573
H -2.630 3.981 -8.509 -0.0562 0.0207 -0.0744
```
Forces are in eV/Å.

Summary:
multiplicity = 1
structure (SMILES) = NCCCC[C@H]1C(=O)OC[C@]1([PH2]=O)P(O)Br.ClCCl.ClCCl.ClCCl.ClCCl.ClCCl.ClCCl.ClCCl
LUMO level = 0.13 eV
energy relative to the best compared isomer or geometry (same formula, charge and spin) = 0.000 eV
highest occupied orbital energy = -9.343 eV
Kohn-Sham gap = 9.474 eV


Question: The lowest multiplicity belongs to which entry?
Answer: C15H30BrCl14NO4P2